Entry 1:
Below is CH3NO2S as an isolated structure, with properties calculated with wB97M-V/def2-TZVPD.

Computed properties:
Frontier orbital gap (spin up / spin down), eV: 8.1684 / 8.1710
ΔE to the lowest compared entry with this formula, charge and spin, eV: 2.874

Structure (XYZ):
```
8
Properties=species:S:1:pos:R:3:forces:R:3:lowdin_charge:R:1
C 1.4081 0.5776 0.4993 0.09 -0.41 -1.58 -0.400
N 0.4727 -0.2330 -0.0785 0.22 -1.38 0.37 0.024
O 2.9442 -1.7005 2.1957 1.11 -1.56 -0.78 -0.593
O 1.8236 1.6259 0.0345 -0.74 -2.42 2.33 0.056
S 1.6425 -1.0750 2.2224 -0.07 4.75 1.82 0.861
H 0.6184 -1.6076 1.5748 -0.17 -1.58 -0.62 -0.113
H 0.5668 -1.2613 0.1555 -0.54 2.33 -1.14 0.063
H -0.0004 0.0242 -0.9273 0.10 0.26 -0.39 0.103
```
Positions in Å, forces in eV/Å.

=====

Entry 2:
Below is the molecule CH3NO2S, with properties calculated with wB97M-V/def2-TZVPD.

Computed properties:
Frontier orbital gap, eV: 9.7426
Structure (SMILES): NC(=O)SO
ΔE to the lowest compared entry with this formula, charge and spin, eV: 0.000

Structure (XYZ):
```
8
Properties=species:S:1:pos:R:3:forces:R:3:lowdin_charge:R:1
N 0.7712 0.1781 1.3271 2.26 0.49 0.49 0.109
C -0.1229 -0.1494 0.4200 -1.02 -0.31 -2.69 -0.809
O -1.3061 -0.0145 0.5191 -0.85 -0.15 0.02 0.028
S 0.5791 -0.6447 -1.2809 0.21 -0.16 1.24 0.886
O -0.8407 -0.6861 -2.1153 0.68 -0.36 0.38 -0.451
H 0.4358 0.8101 2.0497 0.28 -0.25 -0.16 0.127
H 1.6826 0.3645 0.8934 -0.37 0.02 0.93 0.102
H -1.1990 0.1420 -1.8130 -1.19 0.72 -0.21 0.008
```
Positions in Å, forces in eV/Å.

=====

Entry 3:
Below is the molecule CH3NO2S, with properties calculated with wB97M-V/def2-TZVPD.

Computed properties:
Frontier orbital gap, eV: 10.1079
ΔE to the lowest compared entry with this formula, charge and spin, eV: 1.663

Structure (XYZ):
```
8
Properties=species:S:1:pos:R:3:forces:R:3:lowdin_charge:R:1
C -1.4057 0.2790 0.2045 4.42 -1.99 3.36 0.035
N -0.2843 -0.3138 -0.0624 -4.14 0.45 3.14 -0.087
O 2.1578 -1.3871 -0.0740 -0.29 0.99 0.66 -0.466
O 1.5118 0.9904 -0.3776 1.54 -0.88 1.26 -0.493
S 1.6604 -0.1644 0.5466 0.56 0.72 -1.88 0.815
H -1.5589 0.4476 1.3015 -0.38 0.12 -1.27 0.109
H -1.9742 0.6324 -0.5507 -2.26 1.03 -2.11 0.049
H -0.1069 -0.4841 -0.9879 0.56 -0.42 -3.16 0.039
```
Positions in Å, forces in eV/Å.

=====

Entry 4:
Below is CH3NO2S2 as an isolated structure, with properties calculated with wB97M-V/def2-TZVPD.

Computed properties:
Frontier orbital gap (spin up / spin down), eV: 8.7085 / 8.7079
ΔE to the lowest compared entry with this formula, charge and spin, eV: 0.185

Structure (XYZ):
```
9
Properties=species:S:1:pos:R:3:forces:R:3:lowdin_charge:R:1
C -0.5096 0.5077 0.0971 -1.28 -1.91 -3.08 -0.291
N -1.4479 1.1587 -0.6339 1.23 0.14 1.56 0.165
O -0.0908 -0.6324 -0.1985 -1.34 2.44 0.42 -0.182
O 2.1374 -0.7396 1.5468 -0.55 -0.30 -0.13 -0.580
S 2.2607 -2.5154 -0.6641 -0.37 0.10 0.62 0.183
S 1.4025 -1.8284 0.8967 1.57 -0.29 -0.06 0.400
H -0.3146 1.1366 0.8929 1.63 0.63 2.36 0.118
H -1.8565 0.7738 -1.4134 -0.80 -1.25 -2.08 0.081
H -1.5812 2.1390 -0.5236 -0.08 0.44 0.40 0.104
```
Positions in Å, forces in eV/Å.

=====

Entry 5:
Below is the molecule CH3NO3, with properties calculated with wB97M-V/def2-TZVPD.

Computed properties:
Frontier orbital gap, eV: 11.3418
Structure (SMILES): NC(=O)OO
ΔE to the lowest compared entry with this formula, charge and spin, eV: 1.166

Structure (XYZ):
```
8
Properties=species:S:1:pos:R:3:forces:R:3:lowdin_charge:R:1
N 1.3566 -0.3177 -0.0725 -2.81 1.00 -0.89 0.191
C 0.0857 0.2813 -0.0631 1.37 0.89 -1.26 -0.524
O -0.1961 1.4873 -0.1401 0.58 -2.83 1.05 0.076
O -0.8348 -0.7125 -0.1185 1.26 -0.66 0.17 -0.009
O -2.1190 -0.1894 -0.0426 -0.85 -0.56 -0.32 0.043
H 2.0876 0.0618 0.4220 1.60 1.50 1.04 0.074
H 1.4621 -1.2778 -0.2488 -0.44 -1.21 -0.09 0.089
H -1.8420 0.6669 0.2637 -0.72 1.89 0.30 0.059
```
Positions in Å, forces in eV/Å.

=====

Entry 6:
Below is a 2-piece molecular cluster, CH3NO3 overall, with properties calculated with wB97M-V/def2-TZVPD.

Computed properties:
Frontier orbital gap (spin up / spin down), eV: 8.5847 / 9.1000
ΔE to the lowest compared entry with this formula, charge and spin, eV: 5.157

Structure (XYZ):
```
8
Properties=species:S:1:pos:R:3:forces:R:3:lowdin_charge:R:1
C -0.2437 1.0427 0.1931 -0.14 -0.71 -1.32 -0.314
O -1.2405 0.5793 -0.4484 0.38 0.28 1.45 0.008
O -0.0456 -0.3434 -1.5606 1.09 -0.48 -1.72 -0.041
O 0.1562 -0.9661 1.0834 0.21 0.38 0.22 0.002
N 0.6122 0.2919 0.9155 -0.60 0.39 0.71 0.042
H -0.1799 -1.2784 -1.8032 -0.70 0.06 0.42 0.051
H 0.7772 -1.3377 1.7350 -0.14 0.06 -0.37 0.124
H 0.1640 2.0117 -0.1150 -0.11 0.02 0.62 0.127
```
Positions in Å, forces in eV/Å.

=====

Entry 7:
Below is a 2-piece molecular cluster, CH3NO3 overall, with properties calculated with wB97M-V/def2-TZVPD.

Computed properties:
Frontier orbital gap (spin up / spin down), eV: 7.6215 / 7.6972
ΔE to the lowest compared entry with this formula, charge and spin, eV: 6.236

Structure (XYZ):
```
8
Properties=species:S:1:pos:R:3:forces:R:3:lowdin_charge:R:1
C 0.5271 -0.0578 -0.5376 1.81 -1.42 1.47 -0.055
N 1.0332 -2.1114 -1.2030 1.08 0.61 0.56 0.024
O 2.1517 -2.4654 -1.1398 -1.67 0.98 0.08 -0.054
O -1.2725 -0.3557 0.9516 0.26 0.68 1.50 -0.033
O 0.1097 0.0003 0.7790 1.19 0.12 -0.32 -0.191
H 1.5061 0.5154 -0.6487 -1.65 -0.74 0.00 0.117
H -0.2910 -0.0563 -1.1863 -0.85 0.48 -1.36 0.051
H -1.3327 -0.0386 1.9130 -0.17 -0.71 -1.93 0.143
```
Positions in Å, forces in eV/Å.

=====

Entry 8:
Below is the molecule CH3NO3, with properties calculated with wB97M-V/def2-TZVPD.

Computed properties:
Frontier orbital gap, eV: 9.9005
Structure (SMILES): C=[N+]([O-])OO
ΔE to the lowest compared entry with this formula, charge and spin, eV: 5.789

Structure (XYZ):
```
8
Properties=species:S:1:pos:R:3:forces:R:3:lowdin_charge:R:1
C -1.4578 -0.3725 -0.0189 1.55 0.28 0.13 0.086
N -0.2586 0.2333 -0.0506 -0.13 0.17 -0.20 -0.309
O 0.0931 1.4156 -0.0804 -0.92 -0.98 0.36 -0.007
O 0.9010 -0.7125 0.0124 0.80 0.43 0.24 -0.067
O 2.2724 -0.1213 -0.1581 -1.83 -0.02 -0.21 -0.006
H -1.5327 -1.4798 -0.1760 0.47 1.42 0.37 0.098
H -2.3507 0.2380 0.2544 1.21 -0.39 -0.61 0.100
H 2.3334 0.7993 0.2172 -1.15 -0.91 -0.08 0.106
```
Positions in Å, forces in eV/Å.

=====

Entry 9:
Below is CH3NO3PS as an isolated structure, with properties calculated with wB97M-V/def2-TZVPD.

Computed properties:
Frontier orbital gap, eV: 8.5207
ΔE to the lowest compared entry with this formula, charge and spin, eV: 1.822
Charge: +1

Structure (XYZ):
```
10
Properties=species:S:1:pos:R:3:forces:R:3:lowdin_charge:R:1
C 0.7031 -0.5571 -3.2955 4.52 -0.40 6.28 -0.249
N 0.0308 -0.4869 -4.1964 -2.04 0.23 -2.67 0.097
O -0.7862 -0.9982 -0.4390 0.45 0.59 -0.27 -0.071
O 0.7931 -0.0618 1.2385 0.13 -0.42 -0.64 -0.063
O -0.0129 1.3716 -0.6615 0.71 -0.59 0.28 -0.070
P 0.4495 -0.0656 -0.2815 -1.06 0.44 0.24 0.217
S 2.0828 -0.6850 -1.3639 -2.47 0.23 -3.25 0.749
H -0.8723 -1.7522 0.1505 -0.08 -0.48 0.21 0.131
H 1.3823 0.6028 1.6076 0.26 0.32 0.21 0.130
H -0.7496 1.5095 -1.2613 -0.41 0.07 -0.39 0.128
```
Positions in Å, forces in eV/Å.

=====

Entry 10:
Below is a 2-piece molecular cluster, CH3NO3PS overall, with properties calculated with wB97M-V/def2-TZVPD.

Computed properties:
Frontier orbital gap, eV: 6.9946
ΔE to the lowest compared entry with this formula, charge and spin, eV: 1.697
Charge: +1

Structure (XYZ):
```
10
Properties=species:S:1:pos:R:3:forces:R:3:lowdin_charge:R:1
C 2.5754 -0.4713 0.2460 -0.19 0.90 -0.81 -0.735
N 2.9117 -1.5665 0.4155 -0.19 0.54 0.16 0.128
O -1.1813 0.4372 -1.4378 -0.77 0.81 0.42 -0.092
O -0.6967 -1.3371 0.2514 0.11 1.44 1.16 -0.035
O -1.5187 0.8448 1.1139 -0.77 -1.14 -1.98 -0.026
P -0.6470 0.1968 0.0071 2.58 0.62 -0.28 0.650
S 2.0577 1.1119 -0.2534 -2.31 -2.47 1.13 0.764
H -1.7177 1.2562 -1.5736 0.39 -0.59 -0.14 0.150
H -0.6647 -1.8160 -0.5563 0.17 -1.45 -1.44 0.102
H -1.1188 1.3441 1.7872 0.98 1.33 1.78 0.094
```
Positions in Å, forces in eV/Å.

=====

| no. | largest force on an atom (eV/Å) | electronic energy (eV) |
| --- | --- | --- |
| 1 | 5.1 | -17502.59614 |
| 2 | 2.9 | -17505.47004 |
| 3 | 5.9 | -17503.80736 |
| 4 | 3.8 | -28340.23663 |
| 5 | 3.1 | -8715.80095 |
| 6 | 2.1 | -8711.80997 |
| 7 | 2.7 | -8710.73030 |
| 8 | 1.8 | -8711.17799 |
| 9 | 7.7 | -28834.02815 |
| 10 | 3.6 | -28834.15292 |